(1)
11 unconnected molecules or ions with the total composition C47H79N3O8 at a distorted geometry, computed with ωB97M-V/def2-TZVPD.

Properties
<S²>: 0.7679
Lowest unoccupied orbital energy (alpha / beta) in eV: -3.826 / -8.286
Kohn-Sham gap (alpha / beta) in eV: 7.18 / 2.72
HOMO energy (alpha / beta) in eV: -11.0 / -11.0
Net charge: +1
Multiplicity: 2

CARTESIAN COORDINATES (ANGSTROEM)
1 C -12.9549 12.0088 -10.1952
2 C -12.7584 12.3236 -11.6611
3 C -13.8587 11.5302 -12.2935
4 O -14.2964 10.6262 -11.2778
5 C -13.3298 10.5319 -10.2731
6 H -13.8369 12.5502 -9.8530
7 H -12.0805 12.2400 -9.5868
8 H -11.8899 11.8444 -12.1130
9 H -12.8293 13.3863 -11.8930
10 H -13.5751 11.0521 -13.2311
11 H -14.7018 12.1729 -12.5471
12 H -12.5711 9.8132 -10.5831
13 H -13.6524 10.1306 -9.3124
14 C -10.3151 14.2384 -3.8755
15 C -11.6563 14.8908 -3.4863
16 C -11.2097 16.2588 -3.1482
17 O -10.2592 16.5285 -4.1807
18 C -9.5016 15.3874 -4.5510
19 H -10.5445 13.4368 -4.5776
20 H -9.8736 13.7888 -2.9862
21 H -12.1169 14.3455 -2.6625
22 H -12.4043 14.9049 -4.2790
23 H -10.6411 16.3206 -2.2203
24 H -11.9947 17.0105 -3.0652
25 H -8.4768 15.3926 -4.1796
26 H -9.5057 15.3721 -5.6409
27 C -16.1585 12.6156 -5.2749
28 C -15.1043 13.0851 -4.3337
29 C -14.4314 11.7738 -3.8972
30 O -14.4940 10.9465 -5.0692
31 C -15.6298 11.2650 -5.8410
32 H -16.3557 13.2852 -6.1122
33 H -17.0983 12.4325 -4.7539
34 H -15.5071 13.7367 -3.5583
35 H -14.3329 13.6410 -4.8665
36 H -14.8799 11.2295 -3.0662
37 H -13.4126 11.8477 -3.5169
38 H -16.2449 10.3718 -5.7316
39 H -15.2773 11.4528 -6.8552
40 C -12.7307 8.4384 -3.2735
41 C -12.1340 9.5392 -2.3701
42 C -10.8907 8.8192 -1.7824
43 O -10.5333 7.8887 -2.7508
44 C -11.5910 7.4359 -3.5208
45 H -13.1007 8.8205 -4.2249
46 H -13.5001 7.9116 -2.7090
47 H -12.7951 9.9966 -1.6340
48 H -11.7782 10.2935 -3.0719
49 H -11.0748 8.2677 -0.8604
50 H -10.0878 9.5498 -1.6844
51 H -11.8490 6.4562 -3.1185
52 H -11.2415 7.2627 -4.5386
53 C -7.0410 5.8585 -4.8680
54 C -7.0732 5.4469 -6.2972
55 C -8.0959 6.3564 -6.8974
56 O -7.8529 7.5806 -6.2238
57 C -7.4796 7.3204 -4.8709
58 H -6.0514 5.8147 -4.4131
59 H -7.7393 5.2756 -4.2675
60 H -7.3224 4.3865 -6.3374
61 H -6.1327 5.6192 -6.8206
62 H -9.1254 6.0341 -6.7414
63 H -7.9916 6.3851 -7.9820
64 H -8.3278 7.4526 -4.1993
65 H -6.6862 8.0033 -4.5668
66 C -14.3039 7.9190 -7.1004
67 C -14.5830 7.2911 -8.4244
68 C -14.8156 5.8240 -8.0945
69 O -14.8146 5.8206 -6.6407
70 C -15.1451 7.0931 -6.1437
71 H -14.7089 8.9240 -6.9823
72 H -13.2406 7.9329 -6.8610
73 H -13.7674 7.3934 -9.1403
74 H -15.4939 7.7123 -8.8497
75 H -14.0526 5.1462 -8.4774
76 H -15.7466 5.5912 -8.6113
77 H -14.8661 7.1859 -5.0941
78 H -16.2163 7.2923 -6.1126
79 C -6.9169 15.6654 -9.0691
80 C -5.8853 14.5647 -9.4133
81 C -6.5183 13.6187 -10.4187
82 O -7.7957 14.2062 -10.6424
83 C -8.1844 14.8995 -9.4452
84 H -6.8499 16.5624 -9.6847
85 H -6.9690 15.9805 -8.0270
86 H -5.7191 13.9251 -8.5465
87 H -4.9432 14.9652 -9.7877
88 H -6.5280 12.6220 -9.9776
89 H -6.0124 13.4459 -11.3686
90 H -8.5281 14.1113 -8.7753
91 H -8.8832 15.7258 -9.5755
92 C -4.1105 8.5388 -7.1539
93 C -3.0956 8.0677 -6.1348
94 C -3.6825 8.4597 -4.8237
95 O -4.5015 9.6322 -5.0449
96 C -4.8388 9.6927 -6.4211
97 H -4.8779 7.7877 -7.3413
98 H -3.6118 8.8184 -8.0819
99 H -2.1264 8.5473 -6.2719
100 H -2.8610 7.0076 -6.2306
101 H -2.8541 8.5428 -4.1202
102 H -4.2593 7.5948 -4.4960
103 H -4.6121 10.6800 -6.8235
104 H -5.9037 9.5367 -6.5936
105 N -9.0106 12.0170 -6.5332
106 C -10.1567 12.6115 -6.9847
107 C -11.3949 12.0029 -6.9891
108 C -11.4244 10.6465 -6.6084
109 C -10.2670 10.0211 -6.1529
110 C -9.0858 10.7383 -6.1016
111 H -10.1336 13.6654 -7.2196
112 H -12.2455 12.6094 -7.2630
113 H -12.3872 10.1656 -6.5185
114 H -10.2217 8.9962 -5.8154
115 H -8.2180 10.2251 -5.7143
116 N -6.3159 13.3855 -3.0979
117 C -5.0309 13.8608 -2.9974
118 C -4.3121 14.1771 -4.1851
119 C -4.9423 14.0845 -5.4460
120 C -6.2398 13.6841 -5.5151
121 C -6.8950 13.2952 -4.3379
122 H -4.6036 13.8874 -2.0059
123 H -3.2793 14.4804 -4.0961
124 H -4.3711 14.3261 -6.3302
125 H -6.7363 13.6481 -6.4735
126 H -7.9245 12.9880 -4.4480
127 N -11.4582 15.6606 -8.0711
128 C -12.1566 16.6124 -7.3926
129 C -13.4134 17.0246 -7.7893
130 C -13.8726 16.5462 -9.0339
131 C -13.1169 15.5778 -9.7420
132 C -11.8784 15.2141 -9.2641
133 H -11.6401 16.7551 -6.4549
134 H -14.0268 17.7139 -7.2279
135 H -14.8415 16.8882 -9.3668
136 H -13.4140 15.2676 -10.7329
137 H -11.1939 14.6305 -9.8617

(2)
13 unconnected molecules or ions with the total composition C47H80Cl2N12O7S at a distorted geometry, computed with ωB97M-V/def2-TZVPD.

Properties
Lowest unoccupied orbital energy in eV: 0.087
Kohn-Sham gap in eV: 8.86
HOMO energy in eV: -8.8

CARTESIAN COORDINATES (ANGSTROEM)
1 C -2.9967 0.1941 -5.4342
2 C -1.9719 -0.3787 -4.3989
3 C -0.5964 0.3220 -4.4988
4 C 0.5232 -0.3191 -3.6261
5 C 0.1158 -0.6419 -2.1566
6 C 0.6579 0.3730 -1.1082
7 C 0.1430 1.8039 -1.4185
8 C 0.5335 2.8787 -0.3423
9 C 0.9561 2.2580 1.0215
10 C -0.2161 1.7330 1.8897
11 C 0.1586 0.5059 2.7625
12 O 0.9914 -0.4323 2.0955
13 C 2.3472 -0.4527 2.5360
14 C 3.0315 -1.5857 1.6364
15 O 1.9541 -2.4395 1.2596
16 C 2.3701 -3.3585 0.2639
17 C 2.2948 -2.7403 -1.1776
18 O 2.9964 -3.5491 -2.1193
19 C 4.3200 -3.0656 -2.3353
20 C 4.8269 -3.6800 -3.6706
21 O -1.4404 1.4943 1.1279
22 S -2.0372 2.9214 0.5786
23 O -2.6372 3.5912 1.7232
24 O -3.0450 2.7036 -0.4290
25 C -0.6517 3.9283 -0.2122
26 O -1.0862 4.2239 -1.4938
27 C -0.4415 5.2755 -2.1916
28 C 0.8730 4.8796 -2.9426
29 C -0.2861 5.0606 0.7829
30 Cl 1.4015 5.7391 0.5205
31 C -1.2735 6.2747 0.9595
32 C -0.6640 7.6990 0.7077
33 Cl -2.8136 6.2100 0.0293
34 H -3.1026 -0.4829 -6.2966
35 H -3.9760 0.2738 -4.9093
36 H -2.6408 1.1960 -5.7299
37 H -2.3821 -0.1306 -3.3978
38 H -1.8889 -1.4795 -4.4157
39 H -0.6271 1.4088 -4.2931
40 H -0.2698 0.2294 -5.5594
41 H 1.4440 0.2998 -3.6172
42 H 0.8183 -1.2779 -4.1002
43 H 0.5377 -1.6524 -1.9244
44 H -0.9704 -0.7173 -1.9838
45 H 1.7702 0.3810 -1.1151
46 H 0.3112 0.0113 -0.1245
47 H 0.6130 2.1096 -2.3715
48 H -0.9404 1.7420 -1.6214
49 H 1.4472 3.3638 -0.7262
50 H 1.7775 1.5329 0.9063
51 H 1.4080 3.0911 1.6035
52 H -0.4690 2.5430 2.6088
53 H -0.7510 0.0183 3.1637
54 H 0.6714 0.9168 3.6575
55 H 2.8981 0.4842 2.3386
56 H 2.4770 -0.7625 3.5899
57 H 3.7911 -2.1535 2.2017
58 H 3.4675 -1.0947 0.7469
59 H 1.6321 -4.1814 0.2734
60 H 3.3947 -3.7455 0.4275
61 H 1.2332 -2.8039 -1.4792
62 H 2.6439 -1.6902 -1.1957
63 H 4.9623 -3.3350 -1.4719
64 H 4.3259 -1.9630 -2.4561
65 H 4.0342 -3.5776 -4.4317
66 H 5.7098 -3.0950 -3.9822
67 H 5.0686 -4.7370 -3.4888
68 H -1.1332 5.5696 -3.0056
69 H -0.2505 6.2009 -1.6266
70 H 1.7555 4.8604 -2.2868
71 H 1.0434 5.7135 -3.6564
72 H 0.7349 3.9796 -3.5578
73 H -0.1920 4.5830 1.7720
74 H -1.5633 6.3118 2.0241
75 H -1.5322 8.3838 0.7925
76 H 0.0296 8.0028 1.5043
77 H -0.2758 7.8300 -0.3103
78 C 5.4307 -2.3406 4.9978
79 C 5.6105 -1.0833 4.2474
80 N 5.7537 -0.1085 3.6662
81 H 4.4745 -2.3307 5.5167
82 H 5.4571 -3.1808 4.3056
83 H 6.2283 -2.4527 5.7295
84 C -0.8065 -5.6991 -0.4344
85 C -0.6012 -4.5094 -1.2774
86 N -0.4548 -3.5855 -1.9318
87 H -1.8229 -5.7053 -0.0466
88 H -0.6448 -6.5958 -1.0224
89 H -0.1071 -5.6885 0.4008
90 C -3.9924 6.4569 -4.9167
91 C -3.0349 6.0439 -5.9559
92 N -2.2931 5.7252 -6.7602
93 H -3.8320 5.8702 -4.0129
94 H -3.8546 7.5118 -4.6859
95 H -5.0107 6.2993 -5.2677
96 C -5.1428 3.7143 3.8516
97 C -5.0953 3.1889 5.2209
98 N -5.0675 2.7814 6.2831
99 H -4.5407 3.0927 3.1909
100 H -6.1727 3.7166 3.4986
101 H -4.7562 4.7314 3.8301
102 C -3.8990 -6.9760 -2.5379
103 C -2.9493 -7.7183 -1.6934
104 N -2.2051 -8.2891 -1.0447
105 H -4.9082 -7.0887 -2.1452
106 H -3.6345 -5.9179 -2.5442
107 H -3.8703 -7.3551 -3.5573
108 C 9.5273 -3.1697 -4.4451
109 C 8.6608 -4.3196 -4.1387
110 N 7.9900 -5.2097 -3.9014
111 H 9.0165 -2.2437 -4.1864
112 H 10.4501 -3.2404 -3.8721
113 H 9.7662 -3.1608 -5.5070
114 C -2.2123 -1.7601 1.4865
115 C -2.9995 -2.9798 1.7331
116 N -3.6085 -3.9254 1.9216
117 H -2.8281 -0.8795 1.6638
118 H -1.3516 -1.7355 2.1515
119 H -1.8638 -1.7484 0.4539
120 C -6.5380 -5.2680 -5.3238
121 C -5.6863 -6.4672 -5.2642
122 N -5.0253 -7.3949 -5.2155
123 H -7.4138 -5.4064 -4.6924
124 H -5.9792 -4.4006 -4.9748
125 H -6.8603 -5.0961 -6.3492
126 C -7.2101 1.6169 -3.5005
127 C -6.3143 0.4510 -3.4469
128 N -5.6187 -0.4505 -3.4023
129 H -8.0677 1.4529 -2.8506
130 H -6.6761 2.5062 -3.1699
131 H -7.5585 1.7675 -4.5209
132 C 4.0239 1.4479 6.7456
133 C 4.2337 0.1737 7.4469
134 N 4.3934 -0.8118 8.0016
135 H 4.9200 1.7163 6.1876
136 H 3.1876 1.3552 6.0550
137 H 3.8034 2.2324 7.4673
138 C 2.3573 -3.9650 8.8788
139 C 3.0704 -4.4024 7.6695
140 N 3.6277 -4.7346 6.7326
141 H 2.5800 -4.6407 9.7027
142 H 2.6741 -2.9575 9.1456
143 H 1.2843 -3.9669 8.6950
144 C -0.4575 3.0534 8.5713
145 C 0.2103 2.6576 7.3237
146 N 0.7322 2.3563 6.3559
147 H -0.1955 2.3553 9.3651
148 H -0.1400 4.0552 8.8568
149 H -1.5346 3.0461 8.4310

(3)
12 unconnected molecules or ions with the total composition C47H80O21 at a distorted geometry, computed with ωB97M-V/def2-TZVPD.

Properties
Lowest unoccupied orbital energy in eV: 0.116
Kohn-Sham gap in eV: 9.39
Structure (SMILES): COC(=O)OC.O=C1CCCO1.O=C1CCCO1.O=C1CCCO1.O=C1CCCO1.O=C1CCCO1.O=C1CCCO1.O=C1CCCO1.C1CCOC1.C1CCOC1.C1CCOC1.C1CCOC1
HOMO energy in eV: -9.3

CARTESIAN COORDINATES (ANGSTROEM)
1 C 1.4255 -0.2469 -2.0262
2 O 0.2732 -0.5221 -1.3002
3 C 0.4343 -0.4674 0.0320
4 O 1.4022 -0.0490 0.6036
5 O -0.7411 -0.7128 0.6447
6 C -1.0021 -0.5514 2.0306
7 H 2.1833 -1.0189 -1.8928
8 H 2.0218 0.5836 -1.6483
9 H 1.1454 -0.0056 -3.0516
10 H -1.9293 0.0013 2.1822
11 H -0.2368 -0.0195 2.5957
12 H -1.0351 -1.5205 2.5286
13 O -3.2109 -0.5275 7.0989
14 C -2.2280 0.2520 7.0024
15 C -2.0018 1.1352 5.8452
16 C -0.8129 1.9301 6.3282
17 C -0.3113 1.3823 7.6716
18 O -1.2698 0.3345 7.9188
19 H -1.9368 0.4858 4.9721
20 H -2.9125 1.7269 5.7521
21 H -0.0443 1.9267 5.5553
22 H -1.0566 2.9833 6.4683
23 H 0.7335 1.0719 7.6572
24 H -0.3561 2.1967 8.3947
25 O -0.1389 -4.4968 -4.4575
26 C 0.4703 -4.0214 -5.4058
27 C 1.4513 -2.9146 -5.3059
28 C 2.0549 -2.8941 -6.7344
29 C 0.9708 -3.5169 -7.5909
30 O 0.1854 -4.2646 -6.6618
31 H 0.9885 -1.9556 -5.0731
32 H 2.1338 -3.1285 -4.4834
33 H 2.5897 -1.9988 -7.0512
34 H 2.8816 -3.5893 -6.5883
35 H 0.3734 -2.7669 -8.1093
36 H 1.2795 -4.2191 -8.3653
37 O 0.7442 -3.8626 2.6831
38 C 1.7013 -3.3492 2.1345
39 C 2.5904 -2.2495 2.6637
40 C 3.6738 -2.1907 1.5731
41 C 3.1216 -2.9484 0.3960
42 O 2.1301 -3.7903 0.9561
43 H 1.9911 -1.3439 2.7572
44 H 2.8830 -2.5829 3.6593
45 H 3.8487 -1.1528 1.2897
46 H 4.6056 -2.5967 1.9670
47 H 2.6424 -2.3816 -0.4022
48 H 3.9088 -3.5322 -0.0811
49 O -2.8112 3.5117 -2.7817
50 C -2.5858 2.3402 -3.0003
51 C -2.4009 1.3358 -1.9379
52 C -2.5254 0.0590 -2.7200
53 C -2.0984 0.4097 -4.1527
54 O -2.4770 1.7620 -4.2340
55 H -1.3783 1.4619 -1.5821
56 H -3.0790 1.3578 -1.0848
57 H -1.9225 -0.7599 -2.3275
58 H -3.5108 -0.3884 -2.8500
59 H -1.0114 0.3722 -4.2247
60 H -2.6540 -0.2324 -4.8360
61 O -2.9654 -6.4563 -2.0759
62 C -2.8789 -5.6626 -1.1084
63 C -2.0461 -4.4520 -1.0120
64 C -1.7073 -4.5155 0.5443
65 C -2.9291 -5.1470 1.1195
66 O -3.2939 -6.0361 0.1401
67 H -1.1525 -4.4652 -1.6362
68 H -2.6197 -3.6260 -1.4323
69 H -0.8692 -5.1480 0.8369
70 H -1.4575 -3.5131 0.8920
71 H -2.6285 -5.7704 1.9616
72 H -3.7603 -4.4912 1.3782
73 O 0.8278 3.2186 -1.8362
74 C 0.6162 4.3644 -2.1495
75 C -0.2496 5.3557 -1.5067
76 C -0.0113 6.6583 -2.2629
77 C 1.3069 6.3609 -2.9579
78 O 1.4305 4.9625 -2.9939
79 H -1.3074 5.0970 -1.5551
80 H 0.0596 5.4456 -0.4654
81 H -0.6830 6.7357 -3.1179
82 H -0.0049 7.5525 -1.6397
83 H 1.2576 6.5842 -4.0236
84 H 2.1393 6.9201 -2.5306
85 O -4.9313 -4.0634 3.9324
86 C -3.9277 -4.1162 4.6194
87 C -2.8963 -3.0203 4.8364
88 C -1.7291 -3.7493 5.4230
89 C -2.3401 -5.0204 6.0695
90 O -3.5306 -5.2551 5.2099
91 H -2.6194 -2.4856 3.9277
92 H -3.2938 -2.3106 5.5619
93 H -0.8331 -4.0774 4.8961
94 H -1.4144 -3.0553 6.2024
95 H -1.6019 -5.8224 6.0676
96 H -2.6558 -4.8662 7.1013
97 C 0.5525 4.1193 2.6066
98 C 0.3317 2.8635 1.7952
99 C -1.1513 3.0131 1.4913
100 O -1.2348 4.3645 1.2365
101 C -0.4271 5.1193 2.0989
102 H 1.5896 4.3998 2.4227
103 H 0.4440 4.0166 3.6863
104 H 0.6227 2.0281 2.4321
105 H 0.9258 2.9441 0.8850
106 H -1.7894 2.6808 2.3102
107 H -1.4879 2.3697 0.6783
108 H -0.8867 5.6383 2.9401
109 H 0.1600 5.8967 1.6101
110 C -4.5945 -1.7306 1.0599
111 C -4.7560 -0.6383 0.0799
112 C -6.2976 -0.6775 -0.1183
113 O -6.4866 -2.0555 -0.2401
114 C -5.4948 -2.8367 0.5012
115 H -4.9332 -1.4665 2.0617
116 H -3.5558 -2.0047 1.2441
117 H -4.3037 -0.8018 -0.8982
118 H -4.4206 0.3286 0.4550
119 H -6.5963 -0.2260 -1.0644
120 H -6.9256 -0.2186 0.6453
121 H -4.8767 -3.4486 -0.1558
122 H -5.9712 -3.3446 1.3397
123 C 3.4991 0.2159 -5.0719
124 C 3.1263 1.5471 -5.4102
125 C 3.3790 2.3536 -4.1585
126 O 4.1836 1.4765 -3.2881
127 C 4.5896 0.3790 -4.0446
128 H 3.8746 -0.3541 -5.9217
129 H 2.6556 -0.3668 -4.7015
130 H 2.0582 1.5127 -5.6251
131 H 3.7219 1.8955 -6.2539
132 H 2.4251 2.7274 -3.7867
133 H 3.9534 3.2642 -4.3287
134 H 4.7269 -0.4586 -3.3607
135 H 5.5586 0.6722 -4.4487
136 C 6.3503 3.4675 0.1071
137 C 5.1189 3.4861 -0.7127
138 C 4.1448 2.6397 0.1166
139 O 4.5350 2.9802 1.4116
140 C 5.7927 3.6577 1.5076
141 H 7.0617 4.2097 -0.2552
142 H 6.8570 2.5054 0.0321
143 H 5.1928 3.0430 -1.7059
144 H 4.8330 4.5240 -0.8831
145 H 4.4098 1.5934 -0.0350
146 H 3.0868 2.7942 -0.0952
147 H 6.3658 3.2031 2.3157
148 H 5.6025 4.7177 1.6760